[1]
Formula: C50H37Cl2F3N6S2SbY
Source: the OMol25 dataset
Level of theory: the ωB97M-V functional and the def2-TZVPD basis

Values from the calculation:
Gap between HOMO and LUMO = 0.200 hartree
Net charge = -2
E_HOMO = -1.393 eV
Strongest force on any atom = 4.4 eV Å⁻¹
Electronic energy = -123842.2970 eV

Element x y z (Å)
Y1 14.5863 16.0986 11.8310
C1 12.3499 18.2491 13.7956
C2 13.3034 19.1886 13.1656
C3 13.0989 20.5579 13.5249
C4 13.7565 21.5220 12.8662
C5 14.7241 21.1496 11.8848
C6 15.3526 22.0896 11.1070
C7 16.0632 21.7777 10.0170
C8 16.3854 20.3953 9.8234
C9 15.8266 19.3873 10.6006
S1 16.3829 17.7454 10.4682
C10 14.9504 19.7809 11.6634
N1 14.1943 18.7867 12.2803
H1 11.9098 18.6818 14.7014
H2 12.7848 17.3018 14.0141
H3 11.5787 18.0856 13.0562
H4 12.3718 20.7886 14.2801
H5 13.6247 22.6355 13.0631
H6 15.2084 23.1772 11.2643
H7 16.4799 22.5965 9.4601
H8 17.0274 20.1906 8.9365
C11 16.2390 11.4834 11.6013
C12 16.3636 11.1711 10.2774
C13 15.9435 12.1689 9.4367
C14 15.3020 13.3122 9.8554
C15 15.3854 13.6959 11.1963
C16 15.7939 12.7108 12.0645
C17 14.5509 14.2577 8.9472
C18 14.2916 13.7940 7.5676
C19 13.7003 14.7028 6.7060
C20 13.2205 15.9662 7.2314
C21 12.5603 16.9175 6.3971
C22 12.1192 18.1020 6.9184
C23 12.2654 18.3566 8.3228
C24 12.9266 17.4377 9.1170
C25 13.3895 16.2477 8.5909
N2 14.1067 15.4197 9.3621
H9 16.4997 10.7571 12.4159
H10 16.6953 10.2017 9.9657
H11 15.8401 11.9148 8.3258
H12 15.7583 12.9203 13.1044
H13 14.7178 12.8276 7.1883
H14 13.6112 14.4374 5.6291
H15 12.5745 16.7186 5.3285
H16 11.6800 18.7742 6.1621
H17 11.9387 19.2669 8.8394
H18 13.2131 17.5757 10.1089
F1 5.9925 12.2159 14.0779
C26 7.2599 12.4974 13.6684
C27 7.7828 11.8174 12.5623
C28 9.1102 11.9739 12.2786
C29 9.9870 12.7222 13.1092
C30 9.4401 13.4141 14.1890
C31 8.0555 13.2970 14.4310
Sb1 12.1268 12.7476 12.6303
C32 11.9719 11.8532 10.6490
C33 11.4244 12.6762 9.6233
C34 11.4420 12.2505 8.2703
C35 12.0060 11.0537 7.9616
F2 11.9292 10.5981 6.6882
C36 12.4794 10.1750 8.9165
C37 12.4341 10.5895 10.2520
C38 12.3740 10.8002 13.6588
C39 11.2318 10.0283 13.9613
C40 11.4002 8.7322 14.4350
C41 12.6972 8.2958 14.8019
F3 12.8749 7.0645 15.2790
C42 13.8392 9.0621 14.6122
C43 13.6757 10.3164 14.0365
H19 7.1295 11.2669 11.9344
H20 9.4018 11.6018 11.3247
H21 9.9384 14.1125 14.8555
H22 7.6567 13.8159 15.3049
H23 11.0197 13.6490 9.9072
H24 11.0409 12.9051 7.4991
H25 12.7504 9.2129 8.6330
H26 12.7916 9.8869 11.0195
H27 10.1983 10.3302 13.8411
H28 10.5548 8.0901 14.5907
H29 14.7529 8.6855 15.0138
H30 14.5313 11.0281 13.8929
N3 15.3624 18.4574 16.0429
N4 16.7323 18.4219 15.7509
H31 14.8946 17.7592 15.4888
H32 15.0501 19.3855 15.7474
H33 16.8819 17.6613 15.0932
H34 17.2257 18.2221 16.6338
Cl1 12.9519 15.3578 16.0502
C44 14.4889 14.5470 15.8880
C45 14.9263 13.7931 16.9255
C46 16.2341 13.2661 16.9275
C47 17.0789 13.6479 15.8316
C48 16.5928 14.4430 14.8746
Cl2 17.6086 14.9274 13.5000
C49 15.2385 15.0195 14.7918
N5 14.8383 15.8548 13.8891
H35 14.2505 13.6698 17.7776
H36 16.6073 12.6485 17.7340
H37 18.0839 13.3312 15.8621
S2 9.8231 16.5001 10.4748
C50 11.2354 16.1390 11.1744
N6 12.2444 15.8362 11.6435

***

[2]
Formula: C50H38BF3NO9PS
Source: the OMol25 dataset
Level of theory: the ωB97M-V functional and the def2-TZVPD basis

Values from the calculation:
Gap between HOMO and LUMO = 0.276 hartree
SMILES = CCOCc1c(Cc2ccc(C)cc2)c(S)c2c(c1C(F)(F)F)C(=O)C(B(O)O)=C([PH2]=N)C2=O.O=C1c2ccccc2C(=O)c2ccccc21.O=C1c2ccccc2C(=O)c2ccccc21
E_HOMO = -8.894 eV
Strongest force on any atom = 1.5 eV Å⁻¹
Electronic energy = -101339.9900 eV

Element x y z (Å)
C1 2.1905 2.0040 7.6721
C2 2.1158 1.9172 6.1723
O1 0.8221 2.2975 5.7607
C3 0.7178 2.4382 4.3612
C4 -0.7446 2.4896 3.9885
C5 -1.2756 3.7203 3.5471
C6 -0.4267 4.9542 3.5333
C7 0.3235 5.2246 2.2583
C8 0.0171 4.6285 1.0363
C9 0.7440 4.9473 -0.1140
C10 1.8079 5.8659 -0.0782
C11 2.5567 6.1851 -1.3343
C12 2.1251 6.4510 1.1516
C13 1.3908 6.1346 2.3010
C14 -2.6189 3.7955 3.1236
S1 -3.2184 5.2900 2.3774
C15 -3.4297 2.6587 3.2219
C16 -2.9263 1.4573 3.7174
C17 -1.5734 1.3576 4.0896
C18 -1.0528 0.0067 4.5499
F1 0.2685 -0.1121 4.4616
F2 -1.3885 -0.2481 5.8133
F3 -1.5217 -0.9779 3.7826
C19 -3.9093 0.3258 3.7548
O2 -3.9833 -0.4870 4.6216
C20 -4.8670 0.2761 2.6381
B1 -5.2416 -1.1430 2.0451
O3 -6.5611 -1.4741 1.8827
O4 -4.2197 -1.9879 1.7223
C21 -5.3355 1.4347 2.1725
P1 -6.5195 1.5551 0.8025
N1 -5.9783 0.8936 -0.5233
C22 -4.8526 2.6746 2.7923
O5 -5.5851 3.6062 2.9480
H1 2.9315 1.3066 8.0414
H2 1.2363 1.7291 8.0978
H3 2.4742 2.9940 8.0015
H4 2.3477 0.9056 5.8463
H5 2.8592 2.5668 5.7102
H6 1.1991 1.6102 3.8505
H7 1.2390 3.3285 4.0437
H8 -1.0512 5.8109 3.7388
H9 0.2919 4.9244 4.3346
H10 -0.7891 3.9180 0.9761
H11 0.5030 4.4852 -1.0579
H12 3.3226 6.9294 -1.1688
H13 2.9856 5.2837 -1.7530
H14 1.8679 6.5812 -2.0739
H15 2.9398 7.1531 1.2121
H16 1.6589 6.6017 3.2359
H17 -3.9898 5.6973 3.3847
H18 -6.6424 -2.1192 1.1713
H19 -4.4644 -2.9023 1.9047
H20 -6.6923 2.9390 0.7218
H21 -7.7192 1.0033 1.2646
H22 -6.6112 0.1693 -0.8361
O6 -0.7904 2.5270 -3.6259
C23 -0.1148 1.6180 -3.1911
C24 -0.3236 1.0965 -1.8110
C25 -1.3344 1.6427 -1.0324
C26 -1.5541 1.1640 0.2468
C27 -0.7737 0.1315 0.7511
C28 0.2356 -0.4205 -0.0201
C29 0.4694 0.0645 -1.3005
C30 1.5740 -0.5209 -2.1084
O7 2.2968 -1.3842 -1.6520
C31 1.7653 -0.0213 -3.4982
C32 2.7624 -0.5835 -4.2847
C33 2.9405 -0.1504 -5.5870
C34 2.1240 0.8469 -6.1092
C35 1.1339 1.4166 -5.3271
C36 0.9513 0.9870 -4.0195
H23 -1.9459 2.4378 -1.4375
H24 -2.3457 1.5873 0.8541
H25 -0.9597 -0.2551 1.7396
H26 0.8470 -1.2247 0.3647
H27 3.3889 -1.3617 -3.8717
H28 3.7147 -0.5922 -6.1997
H29 2.2609 1.1786 -7.1297
H30 0.4950 2.1931 -5.7237
O8 1.1381 -4.3895 -4.5467
C37 1.6710 -5.4461 -4.2781
C38 2.5468 -5.5882 -3.0811
C39 2.7278 -4.4927 -2.2472
C40 3.5172 -4.6082 -1.1167
C41 4.1265 -5.8209 -0.8119
C42 3.9574 -6.9147 -1.6445
C43 3.1710 -6.8028 -2.7838
C44 3.0150 -7.9859 -3.6757
O9 3.5945 -9.0269 -3.4471
C45 2.1193 -7.8509 -4.8613
C46 1.9293 -8.9490 -5.6904
C47 1.0846 -8.8517 -6.7825
C48 0.4253 -7.6568 -7.0516
C49 0.6184 -6.5567 -6.2341
C50 1.4673 -6.6476 -5.1386
H31 2.2513 -3.5530 -2.4821
H32 3.6530 -3.7497 -0.4725
H33 4.7359 -5.9118 0.0775
H34 4.4312 -7.8597 -1.4190
H35 2.4443 -9.8734 -5.4705
H36 0.9361 -9.7085 -7.4261
H37 -0.2395 -7.5854 -7.9021
H38 0.1137 -5.6225 -6.4365

***

[3]
Formula: C50H38BrINO8S
Source: the OMol25 dataset
Level of theory: the ωB97M-V functional and the def2-TZVPD basis

Values from the calculation:
Gap between HOMO and LUMO = 0.156 hartree
Net charge = +1
E_HOMO = -7.762 eV
Strongest force on any atom = 7.3 eV Å⁻¹
Electronic energy = -159299.6257 eV

Element x y z (Å)
C1 1.1343 3.4327 -6.2974
C2 1.8576 2.4318 -5.4615
O1 1.6730 1.2552 -5.4769
N1 2.9190 2.9026 -4.5446
C3 4.2728 2.6503 -5.0782
S1 2.5686 4.3649 -3.8340
C4 3.5510 5.7202 -4.5348
C5 4.6170 6.3890 -3.6767
O2 4.5015 7.5185 -3.3429
I1 6.4142 5.3335 -3.1930
C6 3.0965 4.0520 -2.1468
C7 2.8600 5.1991 -1.1883
C8 2.8446 4.6135 0.2225
Br1 1.1788 6.0800 -1.5915
H1 0.4932 4.0573 -5.6856
H2 0.5439 2.8849 -7.0169
H3 1.8396 4.0601 -6.8355
H4 5.0152 3.1692 -4.4923
H5 4.4691 1.5877 -5.0245
H6 4.3484 2.9532 -6.1192
H7 2.8166 6.4933 -4.7312
H8 3.9802 5.4033 -5.4796
H9 2.4379 3.2253 -1.8930
H10 4.1142 3.6856 -2.1144
H11 3.6242 5.9584 -1.2541
H12 3.2753 5.3201 0.9196
H13 1.8290 4.4195 0.5364
H14 3.4385 3.7084 0.2763
C9 -4.4263 -3.1744 -0.8783
C10 -5.1101 -4.0510 -1.7141
C11 -4.6874 -4.2413 -3.0183
C12 -3.5821 -3.5499 -3.4961
C13 -2.9017 -2.6604 -2.6603
C14 -3.3249 -2.4813 -1.3491
C15 -1.7327 -1.8819 -3.1573
O3 -1.1342 -1.1124 -2.4329
C16 -1.3237 -2.0703 -4.5794
C17 -0.2636 -1.3247 -5.0755
C18 0.1357 -1.4821 -6.3908
C19 -0.5122 -2.3993 -7.2123
C20 -1.5686 -3.1479 -6.7213
C21 -1.9827 -2.9814 -5.4064
C22 -3.1394 -3.7793 -4.9024
O4 -3.6987 -4.5844 -5.6133
H15 -4.7586 -3.0300 0.1411
H16 -5.9752 -4.5854 -1.3458
H17 -5.2088 -4.9228 -3.6751
H18 -2.7884 -1.7947 -0.7095
H19 0.2386 -0.6212 -4.4284
H20 0.9549 -0.8920 -6.7763
H21 -0.1943 -2.5270 -8.2383
H22 -2.0817 -3.8614 -7.3503
C23 0.1416 0.9625 3.8198
C24 0.0985 0.1524 4.9474
C25 1.2406 -0.0519 5.7047
C26 2.4377 0.5430 5.3241
C27 2.4849 1.3371 4.1764
C28 1.3306 1.5518 3.4347
C29 3.7610 1.9319 3.7012
O5 3.7822 2.6014 2.6851
C30 4.9978 1.6509 4.4806
C31 6.2129 2.1540 4.0341
C32 7.3685 1.9132 4.7558
C33 7.3154 1.1721 5.9312
C34 6.1084 0.6644 6.3796
C35 4.9472 0.8962 5.6556
C36 3.6616 0.3123 6.1446
O6 3.6188 -0.3333 7.1679
H23 -0.7557 1.1177 3.2362
H24 -0.8312 -0.3265 5.2236
H25 1.2181 -0.6815 6.5826
H26 1.3777 2.1723 2.5514
H27 6.2427 2.7338 3.1227
H28 8.3144 2.3039 4.4058
H29 8.2190 0.9891 6.4964
H30 6.0559 0.0836 7.2894
C37 -4.0309 -4.6009 -0.1066
C38 -3.0348 -3.6392 0.0270
C39 -2.9511 -2.8813 1.1818
C40 -3.8664 -3.0782 2.2083
C41 -4.8729 -4.0353 2.0688
C42 -4.9484 -4.7981 0.9108
C43 -5.8844 -4.2492 3.1452
O7 -6.7533 -5.0847 3.0276
C44 -5.7922 -3.3965 4.3657
C45 -6.7462 -3.5453 5.3630
C46 -6.6743 -2.7721 6.5085
C47 -5.6460 -1.8495 6.6659
C48 -4.6940 -1.6944 5.6738
C49 -4.7643 -2.4624 4.5188
C50 -3.7438 -2.2651 3.4526
O8 -2.8392 -1.4647 3.5799
H31 -4.0892 -5.1988 -1.0063
H32 -2.3194 -3.4858 -0.7701
H33 -2.1766 -2.1369 1.2997
H34 -5.7269 -5.5420 0.8184
H35 -7.5390 -4.2679 5.2324
H36 -7.4202 -2.8875 7.2830
H37 -5.5901 -1.2500 7.5643
H38 -3.8932 -0.9773 5.7850

***

[4]
Formula: C50H38Cl3NO3P2SW
Source: the OMol25 dataset
Level of theory: the ωB97M-V functional and the def2-TZVPD basis

Values from the calculation:
Gap between HOMO and LUMO (alpha / beta) = 0.232 / 0.203 hartree
Net charge = +2
E_HOMO (alpha / beta) = -12.444 / -12.447 eV
Strongest force on any atom = 2.1 eV Å⁻¹
Spin multiplicity = 3
Electronic energy = -128893.3230 eV

Element x y z (Å)
W1 0.7230 0.1311 0.4479
O1 -1.8573 -1.8484 0.9519
S1 -1.4479 -0.4817 1.2024
C1 -2.6249 0.5551 0.2812
C2 -3.8789 0.9262 0.7265
C3 -4.7566 1.5451 -0.1535
C4 -4.3753 1.7952 -1.4610
C5 -3.1132 1.4327 -1.9026
C6 -2.2242 0.8028 -1.0391
P1 -0.5451 0.3170 -1.6079
C7 -0.7297 -1.2042 -2.5683
C8 -1.8607 -2.0136 -2.5176
C9 -1.9129 -3.1499 -3.3065
C10 -0.8487 -3.4847 -4.1272
C11 0.2979 -2.6999 -4.1452
C12 0.3631 -1.5651 -3.3622
C13 -0.0827 1.5944 -2.8087
C14 -0.4921 1.5307 -4.1393
C15 -0.1390 2.5464 -5.0092
C16 0.6174 3.6196 -4.5635
C17 1.0452 3.6740 -3.2470
C18 0.7029 2.6593 -2.3713
C19 -1.6344 -0.1839 2.9880
C20 -2.7553 -0.6005 3.6833
C21 -2.7983 -0.4491 5.0629
C22 -1.7238 0.1062 5.7418
C23 -0.5798 0.4778 5.0537
C24 -0.5243 0.3189 3.6740
P2 0.9639 0.8383 2.7322
C25 2.4688 0.8893 3.7156
C26 3.1524 2.0912 3.9064
C27 4.4145 2.0743 4.4743
C28 5.0058 0.8731 4.8370
C29 4.3212 -0.3203 4.6565
C30 3.0618 -0.3194 4.0874
C31 1.2003 -1.7247 1.2736
C32 0.8816 -2.5656 2.3303
C33 0.9342 -3.9415 2.1577
C34 1.2702 -4.4735 0.9220
C35 1.5588 -3.6434 -0.1513
C36 1.5418 -2.2653 0.0301
H1 -4.1822 0.7353 1.7433
H2 -5.7466 1.8076 0.1838
H3 -5.0624 2.2624 -2.1501
H4 -2.8156 1.6257 -2.9238
H5 -2.6877 -1.7537 -1.8704
H6 -2.7957 -3.7719 -3.2822
H7 -0.9052 -4.3643 -4.7496
H8 1.1319 -2.9714 -4.7740
H9 1.2482 -0.9387 -3.3759
H10 -1.0688 0.6884 -4.4972
H11 -0.4530 2.4935 -6.0401
H12 0.8842 4.4078 -5.2493
H13 1.6531 4.4959 -2.9006
H14 1.0575 2.6840 -1.3481
H15 -3.5730 -1.0618 3.1532
H16 -3.6704 -0.7798 5.6081
H17 -1.7725 0.2414 6.8100
H18 0.2749 0.8758 5.5823
H19 2.7064 3.0288 3.6113
H20 4.9444 3.0031 4.6201
H21 6.0025 0.8640 5.2498
H22 4.7805 -1.2544 4.9434
H23 2.5449 -1.2523 3.9167
H24 0.5553 -2.1607 3.2826
H25 0.6796 -4.5993 2.9752
H26 1.3087 -5.5420 0.7875
H27 1.8298 -4.0676 -1.1073
H28 1.8893 -1.6157 -0.8051
Cl1 -2.2964 4.5754 -2.7902
C37 -1.8064 5.8909 -1.7767
C38 -1.0411 6.9179 -2.2946
C39 -0.6629 7.9629 -1.4663
C40 -1.0560 7.9838 -0.1399
C41 -1.8332 6.9585 0.3737
Cl2 -2.3792 7.0513 2.0125
C42 -2.2175 5.8754 -0.4347
N1 -3.0424 4.8428 -0.0059
C43 -3.1638 4.3103 1.2618
C44 -4.4436 3.9904 1.7303
C45 -4.6343 3.3964 2.9603
C46 -3.5405 3.1100 3.7641
C47 -2.2691 3.4135 3.3129
C48 -2.0584 3.9915 2.0653
C49 -0.6284 4.2322 1.6009
C50 0.0017 2.8876 1.5440
O2 0.6013 2.4655 2.6608
O3 -0.0648 2.1288 0.5688
H29 -0.7559 6.9105 -3.3346
H30 -0.0759 8.7747 -1.8636
H31 -0.7894 8.8112 0.4990
H32 -3.8214 4.6584 -0.6230
H33 -5.2948 4.2483 1.1189
H34 -5.6307 3.1679 3.3036
H35 -3.6743 2.6712 4.7387
H36 -1.4189 3.2096 3.9477
H37 -0.0943 4.8701 2.3076
H38 -0.6098 4.6792 0.6086
Cl3 2.8368 0.9175 -0.1943

***

> strongest force on any atom of number 3 (C50H38BrINO8S)?

7.3 eV Å⁻¹